[1]
55
Properties=species:S:1:pos:R:3:forces:R:3:mulliken_spin:R:1 method="wB97M-V/def2-TZVPD" homo_energy_ev="-5.70 / -8.84" lumo_energy_ev="0.27 / -0.45" charge=0 multiplicity=3
Ti 0.982 0.044 -0.105 0.233 0.181 -0.104 1.02
Br 7.733 0.490 0.272 0.026 -0.012 0.007 0.00
C 5.859 0.333 0.104 0.026 0.021 0.002 0.03
C 5.259 -0.927 0.281 -0.019 0.037 -0.013 0.12
C 3.897 -0.986 0.154 0.034 -0.051 0.001 -0.03
N 3.128 0.078 -0.130 0.022 -0.075 0.055 0.13
C 3.715 1.299 -0.315 -0.058 -0.017 0.008 0.08
C 5.116 1.436 -0.189 -0.009 0.010 -0.028 0.04
C 2.817 2.356 -0.629 0.086 -0.073 0.084 0.24
C 3.204 3.704 -0.798 -0.015 -0.021 -0.066 -0.03
C 2.260 4.633 -1.095 -0.030 0.059 -0.014 0.11
Br 2.747 6.443 -1.318 -0.011 0.027 -0.008 0.01
C 0.897 4.263 -1.241 0.069 -0.054 0.011 0.11
C 0.585 2.949 -1.056 0.035 0.066 -0.026 0.00
N 1.488 1.986 -0.741 -0.142 0.074 -0.070 0.14
H 5.841 -1.807 0.504 -0.001 -0.004 0.000 0.01
H 3.373 -1.929 0.269 -0.023 0.016 0.000 0.00
H 5.593 2.394 -0.329 -0.001 -0.002 -0.004 0.01
H 4.239 3.995 -0.693 -0.001 -0.014 0.007 0.01
H 0.141 4.989 -1.495 -0.009 -0.005 0.001 0.01
H -0.440 2.616 -1.162 0.002 -0.037 0.019 -0.01
N -2.742 1.217 1.362 -0.032 -0.021 0.001 0.01
C -1.444 0.997 1.153 -0.086 0.056 0.009 0.01
O -1.063 0.560 0.050 0.029 0.035 0.021 -0.02
C -0.435 1.314 2.217 0.077 -0.040 0.008 0.01
C 0.804 0.442 1.994 -0.070 -0.091 -0.031 -0.04
H -3.400 0.906 0.663 -0.001 -0.008 -0.003 0.00
H -3.077 1.533 2.254 0.009 -0.032 0.017 0.00
H -0.893 1.239 3.209 -0.025 0.030 -0.001 0.00
H -0.176 2.368 2.066 -0.012 0.004 0.017 0.00
H 0.683 -0.525 2.499 -0.004 0.009 0.027 -0.01
H 1.697 0.913 2.410 -0.013 0.004 0.036 0.00
C -5.662 -1.376 -0.199 0.029 -0.008 0.008 0.00
C -4.198 -1.717 -0.307 -0.010 0.007 -0.040 0.00
C -3.502 -2.218 0.786 0.013 -0.002 0.015 0.00
C -2.163 -2.584 0.690 -0.002 -0.041 0.069 0.00
C -1.438 -3.142 1.888 -0.030 0.015 -0.027 0.00
C -1.508 -2.418 -0.529 -0.004 -0.071 -0.032 0.00
C -2.180 -1.912 -1.642 0.016 -0.003 -0.002 0.00
C -1.476 -1.727 -2.960 -0.011 -0.020 0.026 -0.01
C -3.522 -1.576 -1.513 -0.041 0.018 0.029 0.00
C -0.040 -2.755 -0.609 -0.015 0.229 -0.090 0.01
O 0.381 -3.874 -0.455 0.052 -0.070 -0.006 0.00
O 0.735 -1.702 -0.838 -0.087 -0.151 0.107 0.02
H -5.929 -1.076 0.815 0.003 0.001 -0.006 0.00
H -6.281 -2.239 -0.455 -0.005 0.000 -0.006 0.00
H -5.933 -0.568 -0.881 -0.008 -0.002 0.000 0.00
H -4.015 -2.341 1.734 0.007 0.001 0.003 0.00
H -2.068 -3.101 2.776 -0.005 0.008 -0.001 0.00
H -0.520 -2.586 2.094 0.002 -0.003 0.007 0.00
H -1.144 -4.176 1.712 0.000 0.000 0.006 0.00
H -0.764 -0.903 -2.912 -0.006 0.015 -0.005 0.01
H -2.192 -1.516 -3.753 -0.002 -0.007 -0.003 0.00
H -0.914 -2.621 -3.234 0.014 0.016 -0.008 0.00
H -4.054 -1.194 -2.378 0.005 -0.002 -0.006 0.00



[2]
30
Properties=species:S:1:pos:R:3:forces:R:3:mulliken_spin:R:1 method="wB97M-V/def2-TZVPD" homo_energy_ev="-12.86 / -12.86" lumo_energy_ev="-4.00 / -6.84" charge=+1 multiplicity=2
C -3.583 0.330 0.693 -2.328 -1.115 -3.191 0.00
C -4.566 -0.394 1.538 0.134 -3.655 -2.180 0.00
C -3.914 -0.254 -0.774 2.420 2.427 3.135 0.00
H -2.591 0.309 0.989 2.278 -1.506 0.517 0.00
H -3.639 1.362 0.771 -1.327 2.311 -0.468 0.00
H -4.040 -1.254 1.900 0.265 -0.536 1.103 0.00
H -5.026 0.117 2.271 -1.403 1.754 2.698 0.00
H -3.703 0.382 -1.535 1.464 2.469 -2.273 0.00
H -5.360 -0.975 0.939 0.870 1.482 0.696 0.00
H -4.910 -0.313 -0.932 -3.256 -1.021 0.183 0.00
H -3.355 -1.085 -0.984 0.904 -2.607 -0.223 0.00
C 3.203 0.165 2.363 2.208 -1.636 -3.093 0.02
C 1.931 0.861 -1.176 -0.698 -2.989 -0.374 0.09
C 2.581 -0.092 -0.242 -1.826 1.966 -2.691 0.00
C 2.801 0.549 0.905 1.687 2.001 3.420 0.18
C 2.495 1.938 0.642 -1.169 -1.621 -0.202 0.33
C 1.567 -1.060 -2.615 -0.431 -0.951 -0.379 0.20
C 1.381 0.288 -2.325 -1.771 1.926 0.617 0.01
C 2.393 -1.897 -1.868 1.218 1.242 1.580 -0.07
C 2.777 -1.378 -0.628 1.635 -3.393 -0.767 0.17
N 1.777 2.065 -0.511 3.427 -1.873 2.066 0.04
H 0.921 -1.549 -3.349 0.490 0.530 -0.329 0.01
H 0.558 0.822 -2.862 1.137 -0.308 0.203 0.00
H 2.884 -2.804 -2.208 -0.913 -0.227 -0.009 0.00
H 3.387 -1.981 0.063 -0.413 0.020 -0.446 0.00
H 1.214 2.834 -0.602 -1.531 2.099 -1.287 0.00
H 2.734 2.693 1.339 -0.286 1.127 0.344 0.01
H 3.461 -0.893 2.597 -1.124 0.518 -0.526 0.00
H 2.490 0.608 2.932 -2.284 0.691 2.158 0.01
H 4.132 0.607 2.670 0.626 0.875 -0.283 0.01



[3]
93
Properties=species:S:1:pos:R:3:forces:R:3:mulliken_charge:R:1 method="wB97M-V/def2-TZVPD" homo_energy_ev="-10.39 / -10.39" lumo_energy_ev="-5.50 / -5.45" charge=+1 multiplicity=1
Sn 2.701 -0.450 1.162 0.142 0.631 0.292 0.65
C 3.044 -2.420 -2.232 -0.483 -0.140 0.570 -1.08
C 2.352 -1.174 -2.726 -1.092 1.091 -0.654 1.29
C 1.483 -1.329 -3.842 0.540 0.407 0.220 -1.05
C 0.931 -0.244 -4.541 -0.188 -0.114 0.659 -0.95
C 1.215 1.032 -4.072 -0.868 -0.042 -0.182 -0.89
C 1.919 1.232 -2.895 1.062 0.700 0.150 1.31
C 2.289 2.636 -2.411 -2.559 -0.691 0.004 -1.73
C 2.492 0.149 -2.213 -0.192 -1.013 -0.612 0.17
N 3.240 0.418 -1.043 1.308 -1.056 0.797 -0.19
C 4.600 0.346 -1.192 0.167 0.742 -1.951 -0.19
O 5.286 0.324 -2.240 -1.455 -0.326 1.346 -0.72
C 5.360 0.492 0.075 0.189 0.215 1.287 0.64
C 6.754 0.678 0.100 -1.116 -0.058 -0.536 -0.62
C 7.365 0.949 1.288 -1.548 0.206 1.631 -0.41
C 6.542 1.088 2.473 2.311 0.521 -0.579 -0.29
C 5.206 0.844 2.385 -0.429 0.035 -0.150 0.10
N 4.626 0.520 1.206 1.610 -0.167 -0.576 0.05
C 4.284 0.891 3.582 -0.024 0.090 0.958 0.06
O 4.708 1.294 4.668 -0.500 -0.503 -1.109 -0.69
N 3.064 0.384 3.275 -0.553 -0.540 -0.748 0.28
C 2.194 -0.081 4.333 1.934 -1.101 0.144 0.37
C 2.380 -1.450 4.791 -1.701 1.260 -0.368 0.90
C 3.354 -2.387 4.132 0.096 -0.361 -0.223 -1.63
C 1.442 -1.913 5.736 1.080 1.034 -0.585 -0.79
C 0.596 -1.042 6.419 -0.248 0.549 -0.105 -0.77
C 0.628 0.320 6.116 0.024 0.359 -0.721 -0.95
C 1.378 0.801 4.992 -1.432 0.536 2.050 0.89
C 1.290 2.307 4.714 -0.240 -0.617 -0.679 -1.22
H 2.859 -3.184 -2.995 0.063 -0.141 0.493 0.43
H 2.726 -2.781 -1.224 -0.164 0.218 -0.754 0.11
H 4.113 -2.323 -2.141 0.525 0.374 -0.183 0.27
H 1.335 -2.347 -4.157 -0.217 -0.154 -0.347 0.34
H 0.217 -0.288 -5.383 0.738 -0.586 0.406 0.46
H 0.769 1.850 -4.646 0.412 0.103 0.390 0.40
H 1.648 3.357 -2.928 0.400 0.060 -0.171 0.44
H 3.312 2.857 -2.529 1.232 0.257 -0.205 0.34
H 2.012 2.731 -1.362 0.273 0.014 0.234 0.30
H 7.283 0.662 -0.838 0.009 -0.137 -0.109 0.55
H 8.426 1.092 1.288 0.396 0.140 0.377 0.48
H 7.002 1.445 3.421 -0.627 -0.538 -0.731 0.46
H 4.278 -1.977 3.748 0.023 0.806 -0.216 0.24
H 2.896 -2.948 3.318 -0.180 0.022 -0.216 0.29
H 3.754 -3.149 4.777 -0.304 -0.359 0.776 0.50
H 1.446 -2.941 5.992 0.037 -0.880 0.259 0.52
H -0.096 -1.449 7.166 0.426 0.322 -0.205 0.40
H 0.070 1.085 6.701 0.281 -0.916 -0.469 0.29
H 1.010 2.494 3.648 0.262 -0.059 0.684 0.12
H 2.265 2.764 4.897 -0.138 0.103 -0.024 0.28
H 0.511 2.772 5.350 0.568 -0.282 -0.334 0.41
S -0.586 0.931 0.600 -0.557 -1.886 -0.070 -0.10
C -1.744 0.501 -0.627 0.542 2.377 0.272 0.19
N -2.026 1.496 -1.508 -0.580 -3.571 1.521 0.34
C -2.824 1.133 -2.679 -0.393 0.215 -0.696 -0.96
C -3.907 0.097 -2.386 -0.918 0.597 0.880 -0.53
N -3.477 -0.944 -1.475 1.512 -1.764 1.992 0.44
C -4.371 -2.161 -1.323 -1.556 1.267 0.433 -1.71
C -4.118 -3.288 -2.266 1.381 -0.527 -0.656 1.38
C -5.138 -3.743 -3.156 0.361 1.812 1.513 -0.56
C -4.908 -4.810 -3.979 -0.598 -1.073 -0.997 -0.48
C -3.609 -5.324 -4.082 -0.554 0.114 0.072 -0.52
C -2.603 -4.854 -3.255 0.198 0.025 0.383 -0.82
C -2.821 -3.870 -2.285 -2.292 -0.398 -1.875 -0.20
C -2.469 -0.780 -0.551 -0.801 -1.123 -1.585 0.47
S -2.513 -3.323 0.750 0.850 0.583 0.823 -0.19
C -1.970 2.861 -1.052 0.574 1.956 1.056 -1.45
C -3.343 3.331 -0.484 1.081 0.841 0.159 1.00
C -4.036 4.452 -1.003 0.082 -0.348 -0.200 -0.47
C -5.138 4.968 -0.315 0.068 -0.446 0.332 -0.59
C -5.495 4.430 0.933 0.282 0.639 -0.888 -0.46
C -4.806 3.341 1.427 -0.335 -0.229 -0.359 -0.81
C -3.723 2.810 0.744 -0.549 0.105 -0.064 -0.15
H -2.143 0.792 -3.464 0.066 -0.053 0.122 0.34
H -3.299 2.055 -3.028 0.006 -0.222 -0.025 0.48
H -4.314 -0.387 -3.280 0.487 0.166 -0.104 0.47
H -4.790 0.581 -1.897 0.585 -0.060 -0.351 0.34
H -5.387 -1.769 -1.647 0.869 -0.290 1.104 0.43
H -4.292 -2.473 -0.214 -0.728 0.561 -2.092 0.55
H -6.065 -3.124 -3.189 0.499 -0.979 0.144 0.25
H -5.765 -5.283 -4.535 1.168 0.766 0.338 0.33
H -3.394 -6.067 -4.841 0.001 -0.130 0.224 0.39
H -1.629 -5.303 -3.325 0.309 -0.048 -0.113 0.41
H -2.034 -3.549 -1.654 0.499 0.220 0.345 0.38
H -1.725 3.533 -1.882 0.311 -0.334 0.123 0.60
H -1.132 2.934 -0.226 -1.747 0.171 -1.877 0.23
H -3.718 4.954 -1.933 -0.121 -0.497 0.450 0.35
H -5.764 5.752 -0.741 0.463 0.014 0.094 0.38
H -6.259 4.930 1.512 -0.242 -0.316 -0.053 0.40
H -5.200 2.828 2.276 0.181 -0.014 0.790 0.42
H -3.174 2.020 1.228 0.123 -0.307 -0.076 0.49
O -1.826 -0.767 2.704 0.554 -0.087 -0.212 -0.45
S -0.959 -1.123 1.606 -0.848 -0.072 0.648 0.48
N -2.063 -1.725 0.357 -0.082 2.333 -1.509 -0.22



[4]
14
Properties=species:S:1:pos:R:3:forces:R:3:mulliken_spin:R:1 method="wB97M-V/def2-TZVPD" homo_energy_ev="-13.13 / -13.68" lumo_energy_ev="-3.57 / -9.41" charge=+1 multiplicity=3
C 1.482 -0.889 0.345 -1.362 -4.462 -1.799 0.23
C 0.672 1.101 0.239 1.384 0.559 -0.730 -0.01
C -0.973 0.551 -1.740 1.603 2.082 1.913 -0.01
N 1.650 0.298 0.878 0.166 2.448 1.691 0.68
N 0.482 -0.995 -0.530 1.246 -3.091 -0.089 0.24
N 0.022 0.178 -0.734 -0.600 2.554 0.388 0.52
I -1.597 -1.359 2.442 0.159 -1.062 0.925 0.20
H 1.999 -1.828 0.571 0.179 0.716 0.169 -0.01
H 0.023 1.543 0.931 -1.514 0.422 1.232 0.05
H 1.228 1.951 -0.138 -0.083 0.398 -1.012 0.05
H -1.761 1.082 -1.128 0.338 -0.632 -1.283 0.02
H -0.386 1.262 -2.351 -0.774 0.202 -0.016 0.03
H -1.203 -0.267 -2.352 -0.822 -1.240 -0.413 0.01
H -1.639 -2.628 3.566 0.079 1.107 -0.976 0.00



Number 1: F_max 0.0061 hartree/bohr, molecular weight 597.13 u, total energy -7277.86611 Eh. Number 2: F_max 0.0903 hartree/bohr, molecular weight 175.28 u, total energy -521.82082 Eh. Number 3: F_max 0.0763 hartree/bohr, molecular weight 878.71 u, total energy -3548.55364 Eh. Number 4: F_max 0.0972 hartree/bohr, molecular weight 212.01 u, total energy -580.01797 Eh.